[1]
Entry from the Open Molecules 2025 dataset: the molecule C6H6N2 (wB97M-V/def2-TZVPD).

CARTESIAN COORDINATES (ANGSTROEM)
C: 1.904 0.284 -0.375
C: 1.002 1.273 -0.257
C: -0.196 0.774 0.557
C: -1.586 0.875 0.052
N: -2.023 -0.284 -0.369
N: -0.976 -1.321 -0.214
C: 0.032 -0.719 0.319
C: 1.451 -1.029 0.215
H: 2.831 0.447 -0.803
H: 1.226 2.291 -0.522
H: -0.023 1.197 1.600
H: -2.200 1.817 0.071
H: 1.593 -1.835 -0.511
H: 1.921 -1.430 1.186

Its frontier orbital gap is 10.45 eV. As for the structure (SMILES): C1=C[C@H]2C=NN=C2C1. The multiplicity is 1. For the energy relative to the best compared isomer or geometry (same formula, charge and spin), the calculation gives 48.33 kcal/mol.

---

[2]
Entry from the Open Molecules 2025 dataset: a cluster of 2 separate species, C6H6N2 in total (wB97M-V/def2-TZVPD).

CARTESIAN COORDINATES (ANGSTROEM)
C: 2.397 1.126 0.425
C: 1.869 0.058 0.561
N: 1.355 -1.124 0.703
C: 1.140 -2.224 0.230
C: 0.800 -3.366 -0.349
H: 3.010 1.985 0.348
H: -0.198 -3.498 -0.662
H: 1.670 -4.113 -0.418
C: -1.899 1.921 0.379
C: -1.839 0.518 0.710
N: -1.830 -0.597 0.981
H: -2.269 2.024 -0.662
H: -2.476 2.456 1.079
H: -0.834 2.083 0.330

Its frontier orbital gap is 9.03 eV. As for the structure (SMILES): C#CN=C=C.CC#N. The multiplicity is 1. For the energy relative to the best compared isomer or geometry (same formula, charge and spin), the calculation gives 91.52 kcal/mol.

---

[3]
Entry from the Open Molecules 2025 dataset: the molecule C6H6N2O (wB97M-V/def2-TZVPD).

CARTESIAN COORDINATES (ANGSTROEM)
C: 3.233 -0.316 0.130
C: 0.739 -0.045 -0.480
C: 1.062 1.404 -0.286
C: 1.923 -0.775 0.119
C: 0.483 1.827 0.839
C: -0.251 -0.226 0.640
N: 4.347 0.000 0.090
N: -0.862 -1.360 1.034
O: -0.299 0.858 1.425
H: 0.407 -0.360 -1.481
H: 1.745 1.950 -0.905
H: 1.751 -1.772 0.496
H: 0.537 2.763 1.357
H: -1.134 -2.024 0.330
H: -1.378 -1.346 1.897

Its frontier orbital gap (alpha / beta) is 6.86 / 6.86 eV. The multiplicity is 1. For the energy relative to the best compared isomer or geometry (same formula, charge and spin), the calculation gives 69.83 kcal/mol.

---

[4]
Entry from the Open Molecules 2025 dataset: the molecule C6H6N2O (wB97M-V/def2-TZVPD).

CARTESIAN COORDINATES (ANGSTROEM)
C: 1.250 2.010 -0.600
C: 0.483 0.730 -0.684
N: 0.275 0.134 -1.903
C: -0.385 -0.927 -1.668
N: -0.821 -0.936 -0.359
O: -1.342 -1.975 0.380
C: -1.089 -1.623 1.725
C: -0.309 -0.445 1.780
C: -0.229 -0.032 0.368
H: 1.342 2.429 -1.590
H: 0.690 2.616 0.132
H: 2.330 1.877 -0.312
H: -0.780 -1.620 -2.345
H: -1.531 -2.308 2.448
H: 0.117 0.068 2.627

Its frontier orbital gap is 8.40 eV. As for the structure (SMILES): Cc1ncn2occc12. The multiplicity is 1. For the energy relative to the best compared isomer or geometry (same formula, charge and spin), the calculation gives 65.34 kcal/mol.

---

[5]
Entry from the Open Molecules 2025 dataset: the molecule C6H6N2O (wB97M-V/def2-TZVPD).

CARTESIAN COORDINATES (ANGSTROEM)
C: 2.487 -1.130 0.090
C: 1.388 -0.168 0.045
N: 1.479 1.235 -0.106
C: 0.286 1.743 -0.017
N: -0.592 0.714 -0.075
O: -2.057 0.561 0.168
C: -2.189 -0.806 0.003
C: -1.028 -1.378 -0.210
C: 0.049 -0.480 0.013
H: 1.880 -2.111 0.137
H: 3.209 -0.900 -0.717
H: 2.967 -1.112 1.074
H: 0.174 2.789 -0.011
H: -3.209 -1.139 0.249
H: -0.742 -2.353 -0.354

Its frontier orbital gap is 8.92 eV. As for the structure (SMILES): Cc1ncn2occc12. The multiplicity is 1. For the energy relative to the best compared isomer or geometry (same formula, charge and spin), the calculation gives 73.95 kcal/mol.

---

[6]
Entry from the Open Molecules 2025 dataset: a cluster of 2 separate species, C6H6N2O2 in total (wB97M-V/def2-TZVPD).

CARTESIAN COORDINATES (ANGSTROEM)
O: -1.734 -1.510 0.632
C: -0.911 -1.075 -0.168
C: -0.413 -1.830 -1.299
C: 0.443 -1.240 -2.152
N: 0.934 0.001 -2.050
C: 0.639 0.749 -0.932
O: 1.344 1.769 -0.688
N: -0.289 0.231 -0.136
H: -0.790 -2.878 -1.571
H: 0.653 -1.698 -3.109
H: 1.625 0.492 -2.674
H: -0.390 0.831 0.714
C: -0.168 1.540 2.748
C: -0.520 1.683 3.863
H: 0.643 1.278 1.950
H: -1.066 1.657 4.872

Its frontier orbital gap is 10.05 eV. As for the structure (SMILES): O=c1cc[nH]c(=O)[nH]1.C#C. The multiplicity is 1. For the energy relative to the best compared isomer or geometry (same formula, charge and spin), the calculation gives 60.21 kcal/mol.

---

[7]
Entry from the Open Molecules 2025 dataset: the molecule C6H6N2O3 (wB97M-V/def2-TZVPD).

CARTESIAN COORDINATES (ANGSTROEM)
C: 1.467 -1.445 -0.026
C: -0.032 -1.134 0.026
C: -0.730 -2.248 -0.006
O: -1.267 -3.268 -0.022
C: -0.342 0.258 0.111
C: -1.413 1.101 0.101
C: -2.841 1.035 0.018
N: -3.619 0.047 0.216
N: -4.950 0.001 -0.007
O: -5.657 -0.186 0.950
O: -5.303 0.042 -1.164
H: 1.948 -1.049 0.865
H: 1.905 -0.982 -0.910
H: 1.655 -2.513 -0.072
H: 0.592 0.806 0.171
H: -1.103 2.140 0.127
H: -3.283 2.014 -0.199

Its frontier orbital gap is 8.12 eV. As for the structure (SMILES): CC(=C=O)/C=C\C=N\[N+](=O)[O-]. The multiplicity is 1. For the energy relative to the best compared isomer or geometry (same formula, charge and spin), the calculation gives 111.97 kcal/mol.

---

[8]
Entry from the Open Molecules 2025 dataset: the molecule C6H6N2OS (wB97M-V/def2-TZVPD).

CARTESIAN COORDINATES (ANGSTROEM)
C: 1.811 0.896 -0.914
C: 1.930 -0.394 -0.314
C: 0.247 -0.767 1.392
C: -0.850 -0.303 0.876
C: 0.996 1.892 -0.466
C: -1.852 0.167 0.130
N: 1.510 -0.881 0.835
N: -2.561 -0.548 -0.860
O: -2.189 1.440 0.050
S: -0.405 2.520 -0.255
H: 2.610 1.162 -1.641
H: 2.762 -1.026 -0.552
H: 0.115 -1.234 2.402
H: 2.066 -1.637 1.090
H: -2.968 -1.325 -0.539
H: -3.223 0.037 -1.235

Its frontier orbital gap is 7.02 eV. The multiplicity is 1. For the energy relative to the best compared isomer or geometry (same formula, charge and spin), the calculation gives 109.60 kcal/mol.